Run A
Formula: C3H3NO
Source: OMol25
Level of theory: ωB97M-V with the def2-TZVPD basis set

The geometry in XYZ format:
```
8
C3H3NO (ωB97M-V with the def2-TZVPD basis set)
C 0.89693 -0.45213 -0.00984
C -0.15459 0.55310 -0.08205
O -0.00629 1.76243 -0.00767
C -1.56984 0.23397 -0.05419
N -2.70492 0.07048 0.01075
H 1.85786 -0.13440 -0.59633
H 1.18897 -0.51771 1.17882
H 0.49189 -1.51573 -0.43950
```

SMILES string: CC(=O)C#N
Orbital gap (eV): 10.605
E_HOMO (eV): -11.10

=====

Run B
Formula: C3H3NO
Source: OMol25
Level of theory: ωB97M-V with the def2-TZVPD basis set

The geometry in XYZ format:
```
8
C3H3NO (ωB97M-V with the def2-TZVPD basis set)
N 1.41718 0.18407 0.32885
C 2.47000 0.17035 0.85229
C 0.19106 0.35768 -0.33280
C -0.96060 -0.47701 0.00392
O -0.85454 0.87459 0.44016
H 0.31285 0.78181 -1.32686
H -1.72475 -0.66301 -0.74877
H -0.85120 -1.22849 0.78321
```

Orbital gap (eV): 12.202
E_HOMO (eV): -11.31

=====

Each structure's energy above the most stable one, in kcal/mol: run A 0.0; run B 23.8.

=====

Run A
Formula: C2H13NO4
Source: OMol25
Level of theory: ωB97M-V with the def2-TZVPD basis set

The geometry in XYZ format:
```
20
C2H13NO4 (ωB97M-V with the def2-TZVPD basis set)
N 1.28331 1.28136 -0.01092
C 2.05309 0.31064 -0.89348
C 1.46401 -1.10417 -0.51549
O 0.13672 -1.26520 -0.79435
H 1.27748 2.17318 -0.49232
H 1.68404 1.25469 0.88628
H 3.18069 0.31116 -0.51944
H 2.10440 0.62742 -1.98198
H 1.70021 -1.42341 0.48888
H 1.85783 -1.89045 -1.15602
H -0.37459 -0.58456 -0.37227
O -2.36771 0.24055 0.82007
H -2.95394 -0.26316 0.30459
H -1.49670 0.05815 0.50532
O -0.69484 -0.90227 2.66710
H -1.50766 -0.40669 2.45685
H -0.37088 -0.45484 3.43283
O -2.48731 0.85133 -1.88801
H -2.54941 1.06585 -0.92745
H -1.93876 0.12043 -2.01019
```

SMILES string: NCCO.O.O.O
Orbital gap (eV): 10.347
E_HOMO (eV): -9.71

=====

Run B
Formula: C2H13NO4
Source: OMol25
Level of theory: ωB97M-V with the def2-TZVPD basis set

The geometry in XYZ format:
```
20
C2H13NO4 (ωB97M-V with the def2-TZVPD basis set)
C -0.09558 -0.28972 1.75444
C 0.91248 0.57358 1.88843
N 1.55066 1.26651 0.88935
H -0.54871 -0.58631 0.81780
H -0.57717 -0.71023 2.61860
H 1.26606 0.76249 2.89183
H 1.03826 1.55558 0.06423
H 2.47212 1.62641 1.03405
O 2.21661 -0.91542 -1.28134
H 2.19153 -0.74859 -0.32446
H 2.82221 -1.65098 -1.43221
O 0.27928 1.18068 -1.79246
H 0.80627 0.36471 -1.77545
H -0.57183 0.81540 -1.49617
O -3.10381 1.77901 -0.24725
H -2.88698 2.03537 0.65321
H -3.62027 2.48614 -0.64291
O -1.46981 -3.52030 -1.39388
H -2.07971 -2.85798 -1.05303
H -0.60158 -3.16633 -1.17279
```

SMILES string: C=CN.O.O.O.O
Orbital gap (eV): 8.916
E_HOMO (eV): -8.43

=====

Run C
Formula: C2H13NO4
Source: OMol25
Level of theory: ωB97M-V with the def2-TZVPD basis set

The geometry in XYZ format:
```
20
C2H13NO4 (ωB97M-V with the def2-TZVPD basis set)
C -1.47475 -0.33367 -1.08199
N -0.22314 -0.80539 -1.65938
C 0.53735 -1.72400 -0.87392
O -0.10609 -2.97651 -0.65679
H -1.21599 0.22948 -0.17898
H -1.95802 0.36071 -1.76072
H -2.14996 -1.11704 -0.72583
H -0.38839 -1.21011 -2.57732
H 0.72704 -1.28560 0.11657
H 1.51241 -1.81932 -1.37469
H 0.31367 -3.33986 0.10945
O 0.03327 2.59595 1.44895
H 0.19639 2.71195 2.40005
H 0.21740 3.46330 1.04420
O 0.33815 -0.15123 2.60252
H 0.60013 -0.07691 3.52365
H -0.03827 0.70257 2.37580
O 1.11804 1.82747 -1.24270
H 1.04486 2.07733 -0.29810
H 0.91590 0.87085 -1.19078
```

SMILES string: CNCO.O.O.O
Orbital gap (eV): 9.546
E_HOMO (eV): -9.38

=====

Run D
Formula: C2H13NO4
Source: OMol25
Level of theory: ωB97M-V with the def2-TZVPD basis set

The geometry in XYZ format:
```
20
C2H13NO4 (ωB97M-V with the def2-TZVPD basis set)
N 1.40596 0.15215 0.00938
C 0.44409 1.20722 0.09015
C -0.07244 1.69455 1.43892
O -0.83335 0.68765 2.07644
H 2.28365 0.45768 0.43181
H 1.61586 -0.04876 -0.94659
H 0.78222 2.06924 -0.57945
H -0.48678 0.86373 -0.36667
H 0.73472 2.09373 2.00474
H -0.87687 2.52413 1.32228
H -1.35672 1.05801 2.80032
O -2.07429 -0.87264 -0.22528
H -2.58003 -1.64827 -0.20713
H -1.31596 -1.17312 0.36105
O 0.03994 -1.97008 1.11377
H 0.57814 -1.13563 1.00229
H 0.60629 -2.61701 0.64672
O 0.43863 -1.44908 -3.46420
H 1.10872 -0.85498 -3.86436
H -0.44178 -1.03851 -3.64420
```

SMILES string: NCCO.O.O.O
Orbital gap (eV): 10.354
E_HOMO (eV): -9.75

=====

Each structure's energy above the most stable one, in kcal/mol: run A 17.3; run B 1.3; run C 0.0; run D 7.3.

=====

Run A
Formula: C2H13NO4
Source: OMol25
Level of theory: ωB97M-V with the def2-TZVPD basis set

The geometry in XYZ format:
```
20
C2H13NO4 (ωB97M-V with the def2-TZVPD basis set)
C 1.30425 1.28926 0.26259
C 0.55169 1.49164 1.46465
N -0.18827 0.51049 2.03781
H 0.96551 0.63351 -0.53663
H 1.87206 2.08267 -0.09819
H 0.53736 2.43394 1.96279
H -0.33019 -0.43155 1.64280
H -0.40345 0.52760 3.03241
O -2.35698 1.18994 -0.28998
H -1.77987 0.72923 0.30378
H -2.24104 2.21864 -0.15032
O -0.88940 -2.19440 0.33403
H -1.50328 -2.74096 -0.23155
H 0.06042 -2.48981 0.12554
O 2.26044 -1.79032 -0.22203
H 2.22374 -0.84948 -0.04100
H 2.78885 -1.72108 -1.04485
O -0.46082 0.20256 -2.90650
H 0.31431 -0.36459 -2.89916
H -0.74813 0.45090 -2.01789
```

SMILES string: C=CN.O.O.O.O
Orbital gap (eV): 8.872
E_HOMO (eV): -8.36

=====

Run B
Formula: C2H13NO4
Source: OMol25
Level of theory: ωB97M-V with the def2-TZVPD basis set

The geometry in XYZ format:
```
20
C2H13NO4 (ωB97M-V with the def2-TZVPD basis set)
N -0.89232 1.66426 -0.10062
C 0.30597 1.18949 -0.75533
C 1.10695 0.14841 0.04675
O 0.50716 -1.09140 0.25813
H -1.33890 2.37631 -0.66543
H -0.70106 2.10359 0.79551
H 1.01560 1.92817 -1.16400
H 0.03987 0.51118 -1.58071
H 1.37841 0.56487 1.06378
H 2.06416 -0.03374 -0.44638
H -0.43249 -0.97977 0.47709
O -2.06894 -1.64888 0.47733
H -2.41255 -1.78640 -0.42002
H -2.86249 -1.43675 0.99581
O -3.37530 0.60258 -0.34332
H -3.97397 0.62764 0.41327
H -2.44047 0.77897 -0.14107
O 4.68523 -0.65292 0.15918
H 4.22642 -1.36371 0.63306
H 5.57461 -0.61268 0.53865
```

SMILES string: NCCO.O.O.O
Orbital gap (eV): 10.243
E_HOMO (eV): -9.55

=====

Each structure's energy above the most stable one, in kcal/mol: run A 17.0; run B 0.0.